Computed, not measured: a molecular structure, C29H31N7PdSe in a non-equilibrium geometry, with wB97M-V/def2-TZVPD.

Last column: Löwdin spin population.
Positions of all 69 atoms, in Å:
Pd1 0.1047 0.1044 0.5852  0.589
Se1 0.0201 -7.5675 0.2100  -0.001
N1 1.2946 -6.3471 0.1052  -0.001
C1 0.7339 -5.1602 -0.0483  0.000
C2 1.4637 -3.9306 -0.1593  0.000
C3 2.8558 -3.8801 -0.0835  0.004
C4 3.4825 -2.6593 -0.2226  -0.001
C5 2.7036 -1.5237 -0.4265  0.004
N2 1.3802 -1.5390 -0.4778  0.009
C6 0.7437 -2.7257 -0.3436  0.003
C7 -0.7013 -2.7297 -0.3737  0.001
N3 -1.3342 -1.5446 -0.5134  0.005
C8 -2.6543 -1.5287 -0.5081  0.002
C9 -3.4414 -2.6682 -0.3515  0.000
C10 -2.8189 -3.8908 -0.2130  0.002
C11 -1.4244 -3.9393 -0.2330  0.000
C12 -0.6962 -5.1650 -0.0885  0.000
N4 -1.2561 -6.3568 0.0340  0.000
H1 3.4107 -4.7924 0.0739  0.000
H2 4.5571 -2.5780 -0.1821  0.000
H3 3.1786 -0.5595 -0.5791  0.000
H4 -3.1226 -0.5615 -0.6526  0.000
H5 -4.5167 -2.5858 -0.3353  0.000
H6 -3.3782 -4.8062 -0.0891  0.000
C13 -2.2361 -2.2984 3.2572  0.011
C14 -2.4709 -0.9078 3.8529  0.011
C15 -2.9981 0.0548 2.7870  0.011
C16 -1.2146 -0.3713 4.4964  0.123
C17 -1.1655 -0.1549 5.8529  -0.005
C18 -0.0273 0.3442 6.4699  0.123
C19 1.0848 0.6499 5.6996  -0.008
C20 1.1124 0.4445 4.3389  0.120
C21 2.3719 0.7511 3.5629  0.010
C22 2.9386 -0.5233 2.9356  0.014
C23 2.1118 1.8021 2.4848  0.012
C24 -0.0436 -0.1178 3.6802  0.093
N5 -0.0630 -0.5356 2.4549  0.822
H7 -3.1571 -2.6903 2.8320  0.001
H8 -1.8763 -2.9841 4.0211  0.000
H9 -1.4828 -2.2376 2.4731  0.001
H10 -3.2327 -0.9946 4.6364  0.000
H11 -2.2632 0.1397 1.9779  0.003
H12 -3.1657 1.0410 3.2199  0.001
H13 -3.9353 -0.3132 2.3772  0.000
H14 -2.0366 -0.3757 6.4554  -0.002
H15 -0.0046 0.4862 7.5385  0.008
H16 1.9583 1.0579 6.1884  -0.002
H17 3.1068 1.1534 4.2700  0.001
H18 2.2147 -0.9196 2.2177  0.005
H19 3.1109 -1.2801 3.6975  0.000
H20 3.8759 -0.3211 2.4220  0.001
H21 1.4516 1.3438 1.7212  0.003
H22 3.0439 2.1185 2.0202  0.001
H23 1.6100 2.6730 2.9047  0.000
C25 1.8496 5.4342 -0.3733  0.001
C26 0.8113 4.3828 -0.2464  0.005
C27 -0.5448 4.4849 -0.0409  0.001
C28 -1.0278 3.1677 0.0004  0.005
N6 -0.0277 2.3173 -0.1685  0.012
N7 1.0796 3.0624 -0.3198  0.000
C29 -2.4199 2.6965 0.1887  0.000
H24 1.3859 6.4112 -0.2765  0.000
H25 2.3446 5.3760 -1.3422  0.000
H26 2.6022 5.3282 0.4063  0.000
H27 -1.1109 5.3843 0.0736  0.000
H28 1.9743 2.6224 -0.4652  0.000
H29 -3.1233 3.4670 -0.1130  0.000
H30 -2.5910 2.4621 1.2378  0.000
H31 -2.5762 1.7922 -0.3972  0.000

The value obtained for the energy relative to the best compared isomer or geometry (same formula, charge and spin) is 1.3645 eV. As for the total energy: -4036.2109 Ha. The HOMO-LUMO gap (alpha / beta) comes out at 5.4961 / 5.6455 eV. The charge is 0. As for the multiplicity: 3. The calculation puts the highest occupied orbital energy (alpha / beta) at -6.22 / -6.36 eV. The value obtained for the largest force on an atom is 2.52 eV Å⁻¹. Its expectation value of S² is 2.0472.

=====

Computed, not measured: a molecular structure, C29H31NO2S2V, with wB97M-V/def2-TZVPD.

Last column: Löwdin spin population.
Positions of all 66 atoms, in Å:
V1 0.8553 1.7168 0.1366  2.729
C1 1.2081 3.7159 1.1479  0.024
C2 1.5016 2.6815 2.0822  0.017
C3 2.5868 1.9218 1.5672  0.017
C4 2.9601 2.4810 0.3131  0.014
C5 2.1139 3.5954 0.0596  0.017
C6 2.1468 4.5037 -1.1322  0.006
C7 4.0804 1.9839 -0.5512  0.009
C8 3.2472 0.7522 2.2319  0.006
C9 0.8305 2.4603 3.4056  0.009
C10 0.1587 4.7792 1.2759  0.010
H1 2.6109 5.4622 -0.8846  0.001
H2 1.1409 4.7068 -1.5021  0.001
H3 2.7135 4.0672 -1.9541  0.000
H4 5.0514 2.3038 -0.1634  0.001
H5 3.9950 2.3578 -1.5708  0.001
H6 4.0934 0.8932 -0.6028  0.001
H7 4.1169 1.0601 2.8188  0.001
H8 3.5950 0.0207 1.4994  0.000
H9 2.5649 0.2426 2.9154  0.000
H10 1.4010 2.9135 4.2208  0.001
H11 0.7264 1.3983 3.6358  0.001
H12 -0.1673 2.8989 3.4254  0.001
H13 0.5850 5.7179 1.6403  0.002
H14 -0.6285 4.4874 1.9718  0.001
H15 -0.3143 4.9801 0.3138  0.001
O1 -5.9665 -1.0536 0.8563  0.000
C11 -5.3710 -1.2332 -0.3483  0.000
O2 -5.7871 -2.0884 -1.0828  0.000
C12 -4.2179 -0.3519 -0.6752  0.001
C13 -3.5428 0.4282 0.2613  0.001
C14 -2.4414 1.1814 -0.1043  0.012
C15 -1.9643 1.1817 -1.4243  0.013
S1 -0.5082 2.0441 -1.8793  0.030
C16 -2.6711 0.4174 -2.3642  0.002
C17 -3.7675 -0.3370 -1.9950  0.001
H16 -5.6065 -0.2738 1.2906  0.000
H17 -3.8270 0.4405 1.3093  0.000
H18 -1.9335 1.7876 0.6387  0.009
H19 -2.3254 0.4086 -3.3900  0.000
H20 -4.2936 -0.9421 -2.7220  0.000
N1 0.6918 -0.3821 0.1704  0.035
S2 0.0190 -1.2993 -0.9496  0.014
C18 -1.2414 -2.3072 -0.1856  0.003
C19 -1.9814 -3.1523 -1.0076  0.001
C20 -3.0452 -3.8531 -0.4717  0.000
C21 -3.3712 -3.7004 0.8725  0.000
C22 -2.6334 -2.8491 1.6778  0.000
C23 -1.5605 -2.1397 1.1471  0.000
C24 1.2300 -2.5434 -1.3684  0.001
C25 2.0291 -2.2532 -2.4661  0.001
C26 3.0575 -3.1199 -2.8039  0.000
C27 3.2751 -4.2634 -2.0481  0.000
C28 2.4670 -4.5464 -0.9541  0.000
C29 1.4369 -3.6859 -0.6079  0.000
H21 1.1412 -0.9477 0.8871  0.004
H22 -1.7373 -3.2415 -2.0598  0.000
H23 -3.6474 -4.4903 -1.1042  0.000
H24 -4.2200 -4.2325 1.2812  0.000
H25 -2.8991 -2.7220 2.7191  0.000
H26 -0.9995 -1.4374 1.7508  0.000
H27 1.8476 -1.3534 -3.0422  0.000
H28 3.6849 -2.9027 -3.6579  0.000
H29 4.0754 -4.9413 -2.3140  0.000
H30 2.6377 -5.4421 -0.3716  0.000
H31 0.7934 -3.9055 0.2352  0.000

The value obtained for the energy relative to the best compared isomer or geometry (same formula, charge and spin) is 0.0352 eV. As for the total energy: -3069.3219 Ha. The HOMO-LUMO gap (alpha / beta) comes out at 6.9030 / 7.7259 eV. The charge is 0. As for the multiplicity: 4. The calculation puts the highest occupied orbital energy (alpha / beta) at -6.68 / -7.50 eV. The value obtained for the largest force on an atom is 0.23 eV Å⁻¹. Its expectation value of S² is 3.7665.

=====

Computed, not measured: a molecular structure, C29H32BBiClO2P in a non-equilibrium geometry, with wB97M-V/def2-TZVPD.

Last column: natural (NBO) charge in e.
Positions of all 67 atoms, in Å:
C1 -0.1452 0.0478 2.2164  -0.382
C2 1.0642 0.7357 1.7998  -0.350
C3 0.6717 1.8665 0.9770  -0.399
H1 2.0970 0.3804 1.9605  0.240
C4 -0.7705 1.9068 0.9277  -0.265
C5 -1.2789 0.7625 1.6413  -0.366
H2 -2.3352 0.4637 1.6998  0.261
H3 -0.2006 -0.9229 2.7391  0.253
H4 1.3526 2.5507 0.4443  0.251
H5 -1.3742 2.5930 0.3158  0.253
Bi1 0.0743 -0.2478 -0.1960  1.263
Cl1 -0.9490 0.4661 -2.1993  -0.551
P1 3.0083 0.4496 -2.3223  0.808
C6 3.6046 2.1150 -2.7901  -0.246
C7 4.9401 2.5304 -2.6994  -0.242
H6 5.6946 1.8423 -2.3313  0.224
C8 5.3073 3.8209 -3.0833  -0.212
H7 6.3478 4.1267 -3.0047  0.215
C9 4.3522 4.7113 -3.5667  -0.213
H8 4.6422 5.7157 -3.8663  0.215
C10 3.0186 4.3094 -3.6596  -0.203
H9 2.2665 5.0004 -4.0325  0.215
C11 2.6421 3.0309 -3.2667  -0.228
H10 1.6021 2.7237 -3.3262  0.227
C12 4.4905 -0.2479 -1.5069  -0.351
C13 4.6641 0.0413 -0.1360  -0.216
H11 3.9226 0.6472 0.3770  0.212
C14 5.7732 -0.4375 0.5502  -0.201
H12 5.8975 -0.1988 1.6039  0.214
C15 6.7184 -1.2299 -0.1033  -0.212
H13 7.5805 -1.6107 0.4394  0.216
C16 6.5485 -1.5339 -1.4510  -0.226
H14 7.2783 -2.1528 -1.9670  0.215
C17 5.4441 -1.0457 -2.1514  -0.155
H15 5.3259 -1.2827 -3.2041  0.216
C18 3.0458 -0.4122 -3.9357  -0.241
C19 3.6333 0.1092 -5.0961  -0.241
H16 4.1059 1.0861 -5.0680  0.224
C20 3.6188 -0.6206 -6.2857  -0.210
H17 4.0781 -0.2000 -7.1771  0.215
C21 3.0247 -1.8788 -6.3335  -0.211
H18 3.0163 -2.4451 -7.2620  0.215
C22 2.4346 -2.4075 -5.1844  -0.200
H19 1.9654 -3.3879 -5.2152  0.215
C23 2.4331 -1.6824 -3.9993  -0.231
H20 1.9613 -2.0880 -3.1100  0.214
C24 -4.5991 -2.8869 -0.4584  -0.634
C25 -4.0490 -2.0299 0.6953  0.234
C26 -5.1838 -1.3628 1.4321  -0.631
O1 -3.1818 -1.0325 0.0820  -0.753
B1 -1.9211 -1.5371 0.2663  0.724
O2 -1.7842 -2.7227 0.9473  -0.762
C27 -3.0492 -2.8427 1.6495  0.240
C28 -2.8870 -2.2248 3.0525  -0.644
C29 -3.4366 -4.2923 1.8242  -0.631
H21 -3.7999 -3.3557 -1.0489  0.222
H22 -5.1964 -2.2596 -1.1361  0.225
H23 -5.2619 -3.6636 -0.0626  0.209
H24 -5.8270 -0.8112 0.7377  0.226
H25 -5.8000 -2.1297 1.9338  0.213
H26 -4.8326 -0.6490 2.1849  0.218
H27 -3.8265 -2.2972 3.6114  0.218
H28 -2.1201 -2.7748 3.6219  0.222
H29 -2.5833 -1.1668 3.0500  0.215
H30 -3.4683 -4.8445 0.8807  0.224
H31 -2.7240 -4.8058 2.4786  0.221
H32 -4.4309 -4.3484 2.3030  0.212

As for the total energy: -2315.7534 Ha. The HOMO-LUMO gap comes out at 6.7596 eV. The charge is 0. The calculation puts the highest occupied orbital energy at -6.63 eV. The value obtained for the largest force on an atom is 4.36 eV Å⁻¹.

=====

> Among the records above, which one has the lowest largest force on an atom?

C29H31NO2S2V

=====

> What is the formula in the third record?

C29H32BBiClO2P

=====

> charge of number 1 (C29H31N7PdSe)?

0